The following is a DFT calculation (wB97M-V/def2-TZVPD) of C27H49Br3MgN3O16S3 as an isolated structure.

Each line ends with the Löwdin charge.
Geometry (Å):
Br -6.03304 6.60991 3.64402  0.62
Br -4.17779 7.64240 1.26992  0.57
Br -4.88002 4.55912 1.55837  0.56
S 4.52045 -0.05636 2.37441  1.06
S 0.88821 -5.30909 7.61508  0.77
S -2.45395 4.38407 5.54534  0.23
Mg 1.17294 0.96302 6.72604  0.75
O -2.86616 1.05208 -2.93246  -0.19
O -3.76328 0.88636 0.90851  0.06
O -1.64298 1.64171 -8.40845  0.02
O 3.66717 1.06466 -5.11490  -0.05
O -3.76858 4.86072 5.13740  -0.27
O -0.33165 -2.59290 5.36227  0.13
O -2.16597 4.65194 6.96023  -0.19
O 1.60048 -3.65073 5.06378  -0.06
O 2.37082 -2.58991 2.58057  -0.03
O -1.41209 5.03568 4.74101  -0.23
O 0.31803 2.02584 -7.36392  0.11
O -3.43535 -1.29934 0.77375  0.07
O 2.89082 -2.68355 0.39955  0.16
O -1.67082 0.09246 0.78321  0.11
O 0.15744 1.66901 -9.58829  0.01
O -2.39404 2.91620 5.35978  -0.25
N 1.24201 0.25033 4.47148  0.01
N 1.90376 0.91221 2.48241  0.06
N 2.51368 -0.15721 4.21610  0.06
C 1.57590 1.81344 -9.69841  -0.03
C 1.81039 1.56159 1.15764  -0.07
C 0.88749 0.92198 3.39629  -0.27
C 0.30187 -3.58629 5.51932  -0.55
C 1.51092 -3.74858 2.64407  -0.07
C -0.19740 -4.79608 6.25124  -0.44
C -0.49614 -1.85719 -2.81159  -0.18
C -1.41811 -0.75280 -2.26834  -0.17
C -5.49954 6.36168 1.82464  -1.65
C 3.29541 -4.94821 3.98131  0.00
C -1.63752 0.38992 -3.24386  -0.22
C 2.92931 0.23131 3.02566  -0.52
C -2.31801 1.80094 -7.15819  -0.03
C 0.95100 -1.69034 -2.33291  -0.21
C -0.43444 1.56181 3.29825  0.03
C -2.85308 -0.08987 0.83085  -0.58
C 3.03250 0.56293 -0.84845  -0.18
C 1.83910 -4.49800 3.92514  -0.32
C 4.52436 -1.85222 1.92245  -0.28
C -5.06118 0.31967 0.66618  -0.09
C 1.63572 -0.41531 -2.82292  -0.20
C -0.32821 1.80309 -8.36038  -0.63
C 3.18139 -2.42655 1.52154  -0.56
C 1.73572 0.59637 -0.03932  -0.16
C -4.83866 -1.13379 1.04362  -0.09
C -2.80883 2.43229 -3.21188  -0.11
C 3.01029 -0.19664 -2.19619  -0.18
H 0.97953 -1.76392 -1.24669  0.09
H 2.03470 -4.91938 7.05368  -0.15
H 2.99914 1.30130 -5.77097  0.04
H -5.41828 -1.83403 0.45010  0.14
H 3.82627 0.12775 -0.24165  0.06
H -2.35550 2.60970 -4.19138  0.07
H 1.52405 -2.52314 -2.74872  0.12
H -0.30624 -5.62586 5.55282  0.08
H 3.02665 -0.72180 4.87725  0.16
H 0.89017 2.13640 1.21636  0.13
H 0.48688 -3.37894 2.64645  0.14
H -0.51173 -1.87571 -3.90190  0.11
H -0.37425 2.64772 3.38262  0.11
H -2.20308 2.81638 -6.78378  0.10
H 1.80605 1.68202 -10.75055  0.10
H 0.92470 0.96326 -0.66422  0.11
H 3.72801 -4.98208 2.98252  0.09
H -1.94383 1.08643 -6.42778  0.08
H 4.24983 0.44930 -5.57057  0.05
H -3.36681 1.60380 -7.35590  0.10
H -5.80755 0.82232 1.27390  0.14
H 3.38611 -5.92776 4.43953  0.09
H -5.01368 -1.32329 2.10314  0.13
H -2.22355 2.97546 -2.46241  0.09
H -1.01718 1.18441 4.13471  0.08
H 1.42722 -0.38489 0.31728  0.10
H 3.52340 -1.15540 -2.10560  0.11
H 3.86695 -4.22350 4.55893  0.09
H 1.78172 -0.51782 -3.89996  0.11
H 5.18468 -1.92582 1.06402  0.10
H 4.93649 -2.40344 2.76270  0.08
H 3.32871 1.59818 -1.03088  0.12
H -0.83757 1.13005 -3.20418  0.11
H -0.93391 1.27218 2.37312  0.07
H -1.03821 -0.39339 -1.31575  0.08
H 2.61960 2.27926 1.04067  0.14
H -3.81385 2.84691 -3.21152  0.09
H 3.58935 0.40028 -2.89479  0.08
H -6.36864 6.50731 1.20110  -0.03
H 2.08418 1.04854 -9.11404  0.09
H 1.01694 0.47070 -2.69448  0.09
H 1.88848 2.80275 -9.37095  0.10
H -0.83505 -2.81595 -2.41969  0.11
H -1.71600 -0.01523 -4.25726  0.12
H -5.30211 0.44945 -0.38898  0.14
H -1.17345 -4.55691 6.65844  0.09
H 1.66357 -4.40345 1.78870  0.15
H 1.19200 -5.37868 3.92337  0.15
H -2.40911 -1.18364 -2.10943  0.12

- E (Ha) = -11542.5627
- net charge = +1
- 2S+1 = 1

=====

The following is a DFT calculation (wB97M-V/def2-TZVPD) of C27H49ClF3N2OP in the gas phase.

Each line ends with the Löwdin charge.
Geometry (Å):
Cl 3.99852 -3.18917 -2.90132  0.72
P 1.08320 0.66202 -3.45388  0.94
F 1.63309 -3.24821 -1.13594  0.11
F 1.79373 -2.91324 1.01174  0.13
F 3.59344 -3.39045 -0.08621  0.08
O 0.16851 -1.02963 -0.09028  0.16
N 4.54498 0.00724 -1.76065  0.11
N 1.42552 0.79600 -0.79122  0.06
C -1.10900 2.08817 3.86989  -0.23
C 5.68063 -0.59006 -1.77454  -0.37
C 6.14936 -1.72795 -0.90081  -0.04
C 2.25379 0.58240 -2.02668  -0.34
C 3.70125 -0.98175 -4.34327  -0.31
C 2.34114 1.14752 2.42075  -0.17
C -6.93242 -0.90210 1.38885  -0.20
C 2.59636 -0.35000 2.10407  -0.16
C -4.49009 1.89087 2.07368  -0.22
C -6.66611 0.61506 1.58606  -0.20
C 0.48059 2.37307 -3.64683  -0.29
C 2.81807 -1.32765 -5.56017  -0.12
C -5.55976 0.93306 2.60820  -0.22
C 2.64397 -1.18799 -0.40824  -0.17
C -8.32715 -2.75688 2.47681  -0.11
C -8.33124 -1.34803 1.84946  -0.26
C 2.42729 -2.69133 -0.18149  -0.53
C -3.54672 2.32832 3.21416  -0.20
C 0.83335 1.51706 2.36357  -0.21
C 3.40274 -0.63500 0.81660  -0.10
C 0.34835 2.39421 3.52482  -0.21
C 3.11651 -1.59208 -3.04902  -0.55
C -2.08641 2.50372 2.77165  -0.21
C 3.25268 -0.70025 -1.80667  -0.31
C -0.30773 -0.52883 -3.32770  -0.26
C 6.73637 -0.05173 -2.69856  -0.03
C 1.23549 -0.55235 -0.34983  -0.41
H 3.21871 -0.70081 2.92675  0.11
H -1.90779 1.95183 1.85070  0.10
H 3.74183 0.09542 -4.24360  0.08
H 1.66630 -0.89930 2.19569  0.10
H 2.84902 1.78342 1.69619  0.10
H 5.86249 -2.70810 -1.26592  0.03
H 0.13255 2.51177 -4.66348  0.03
H -6.02223 1.42566 3.46362  0.11
H 0.60503 2.02879 1.42918  0.10
H -1.39763 2.54461 4.81755  0.11
H 3.96916 0.26152 0.57782  0.12
H -6.83593 -1.16560 0.33873  0.11
H -8.75390 -0.66098 2.58111  0.09
H -9.02085 -1.36042 1.00701  0.10
H 6.34180 0.80701 -3.23220  0.08
H -0.02801 -1.45648 -2.83806  0.03
H 6.88087 -0.83477 -3.44567  0.09
H 2.87125 1.46722 -2.12585  0.11
H -8.36378 -2.71426 3.56151  0.07
H 2.66108 1.37102 3.43352  0.10
H 7.67310 0.17409 -2.19583  0.08
H 0.93635 2.19559 4.42237  0.10
H 7.23922 -1.72554 -0.90027  0.08
H -0.71781 -0.71282 -4.31532  0.03
H 0.41984 3.45846 3.29677  0.11
H -9.16767 -3.34594 2.11537  0.06
H 4.15598 -1.37579 1.07035  0.10
H -6.48129 1.08197 0.61989  0.10
H 2.83301 -0.51730 -6.28264  0.07
H -7.59963 1.03308 1.96039  0.09
H 2.09002 -1.89562 -3.20120  0.07
H -3.95024 1.43751 1.24288  0.11
H 0.21161 0.62191 2.35239  0.10
H -1.22806 1.00892 4.00678  0.11
H -5.07403 0.01900 2.94752  0.10
H 4.67058 -1.42098 -4.54349  0.07
H -0.24545 2.70126 -2.90177  0.03
H 1.35742 3.01057 -3.52967  0.03
H 1.78056 -1.45252 -5.26562  0.04
H -3.59075 1.54730 3.97337  0.10
H 3.14788 -2.25751 -6.01958  0.07
H -1.89886 3.56221 2.57282  0.11
H -6.20912 -1.44497 1.99301  0.09
H -7.43732 -3.31227 2.18466  0.06
H -5.03109 2.75587 1.68592  0.11
H -1.11673 -0.10817 -2.72383  0.04
H 5.85524 -1.59203 0.13320  0.07
H -3.93225 3.26684 3.60554  0.11
H 1.93722 1.39527 -0.15561  0.09

- E (Ha) = -2343.9889
- 2S+1 = 1
- SMILES string = CCCCCCCCCCCCCC[C@@]1(C(F)(F)F)C(=O)N[C@H](P(C)C)[C@]1(N=C(C)C)[C@H](Cl)CC
- energy above the lowest of the compared OMol25 structures with the same formula, charge and spin (kcal/mol) = 0.0

=====

The following is a DFT calculation (wB97M-V/def2-TZVPD) of a 2-piece molecular cluster, C27H50BBrNO6Si overall.

Each line ends with the Löwdin charge.
Geometry (Å):
Br 0.07662 -2.92576 -2.79183  0.72
Si -2.91040 1.37683 2.35239  0.41
O 2.67335 0.09067 0.33374  -0.02
O 6.97439 -1.90102 0.33888  0.09
O -2.06805 0.15699 1.64445  -0.19
O 1.82533 -1.95280 -0.81978  -0.01
O 0.47997 -0.90945 0.76600  0.07
O 5.11839 -1.38058 1.51997  -0.02
N -4.67960 -1.37759 -1.99247  0.08
C 6.02025 -1.15187 0.53170  -0.48
C -4.75615 1.00021 2.46876  -0.16
C 0.54909 -2.46710 -0.89998  -0.68
C -0.22608 -3.92651 1.18688  -0.10
C -1.75453 -1.52770 -0.07921  -0.09
C 0.51124 2.34825 -3.19740  -0.08
C 4.30102 1.54598 3.05936  -0.10
C 6.53893 1.30251 0.34945  -0.09
C 0.52205 -3.84394 -0.14006  -0.21
C 3.69522 1.83436 1.68151  -0.19
C -2.23596 1.57565 4.09954  -0.15
C 5.83188 0.09012 -0.28340  -0.14
C -4.80313 -2.14522 -3.07183  -0.14
C -5.18366 -0.14823 -2.05469  -0.15
C -0.07160 1.26989 -0.97740  -0.16
C 4.14179 -2.38385 1.10204  -0.15
C 2.73462 -2.07891 1.59130  -0.03
C -2.71744 3.02800 1.47870  -0.15
C -2.56344 -0.33877 0.39487  -0.24
C -0.27898 -1.25835 -0.33748  -0.43
C -1.89389 2.23000 -2.53816  -0.09
C 2.43411 0.97813 1.38960  -0.23
C -5.94896 -0.44898 -4.28755  -0.09
C -5.42589 -1.73088 -4.23988  -0.07
C -0.22556 -0.15809 -1.47178  -0.14
C -0.46165 2.33960 -2.01003  -0.41
C -5.82655 0.36299 -3.17200  -0.07
B 1.92654 -1.19472 0.46074  -0.86
H -2.61541 2.35736 -1.73261  0.05
H -5.25783 1.14560 1.51347  0.02
H 0.97670 1.44524 -0.75327  0.10
H -2.56474 0.45736 -0.35235  0.09
H -2.94753 2.98504 0.41573  0.01
H 0.14410 1.76234 -4.03759  0.07
H -3.45248 3.70263 1.92715  0.03
H -0.60824 1.44026 -0.04371  0.10
H -2.21266 -1.85927 -1.01002  0.10
H 1.60172 1.64638 1.16039  0.10
H -5.21064 1.62345 3.23257  0.02
H -5.49328 -2.39615 -5.08967  0.10
H -0.38607 3.30936 -1.51434  0.12
H 0.60647 -0.34861 -2.14374  0.09
H 2.29967 -3.05978 1.78381  0.08
H -2.06433 1.30238 -3.07653  0.07
H 4.78213 0.32505 -0.44410  0.10
H -1.29873 -3.99583 1.04275  0.06
H -4.86511 -0.05301 2.72792  0.03
H -1.12336 -0.26918 -2.07690  0.09
H 0.08507 -4.60046 -0.78729  0.06
H -1.74294 3.48075 1.64087  0.03
H 2.80880 -1.57391 2.55526  0.10
H 6.36937 1.31844 1.42535  0.05
H 2.16534 0.45339 2.30861  0.11
H 7.61092 1.21682 0.19281  0.08
H 5.38099 1.68737 3.06232  0.05
H -3.03948 1.84790 4.77901  0.02
H 0.01557 -3.12448 1.87434  0.08
H 1.56172 -4.12017 -0.01128  0.11
H 1.50702 2.01074 -2.92007  0.08
H 6.15466 2.22386 -0.07397  0.08
H -2.06426 3.03355 -3.25873  0.07
H 3.39082 2.87786 1.62945  0.10
H -4.37456 -3.13847 -2.99342  0.11
H 4.48916 -3.33183 1.51388  0.12
H -6.44045 -0.08681 -5.18174  0.10
H 6.28075 -0.09256 -1.25564  0.12
H -1.46105 2.33761 4.11660  0.02
H 0.06290 -4.86309 1.67236  0.07
H -1.79190 0.63068 4.40525  0.03
H -1.93046 -2.32446 0.63657  0.10
H -6.21548 1.37203 -3.16646  0.10
H 4.12261 0.51312 3.35105  0.06
H -5.05787 0.45685 -1.16222  0.09
H 4.16236 -2.47067 0.01608  0.13
H 4.43086 1.58837 0.92262  0.04
H 0.62486 3.37039 -3.56654  0.07
H -3.59731 -0.66750 0.52989  0.10
H 3.85837 2.17416 3.83108  0.06

- E (Ha) = -4453.5730
- net charge = -1
- 2S+1 = 1

=====

The following is a DFT calculation (wB97M-V/def2-TZVPD) of C27H50BFN12O5SSi2 as an isolated structure.

Each line ends with the Löwdin charge.
Geometry (Å):
S 1.68662 -1.47087 -0.77912  0.51
Si -0.21171 1.96736 -1.09148  0.54
Si 1.66810 0.37081 0.34106  0.21
F 3.39606 2.80430 -2.13458  -0.12
O -1.97409 3.87592 0.29623  0.09
O 1.15935 0.61059 3.09185  -0.23
O 0.15248 1.12367 0.34058  -0.32
O -0.22031 4.95967 -0.95634  0.08
O 1.84152 1.81543 3.30875  -0.06
N 6.51233 -2.61634 -5.84550  0.13
N 4.45555 -5.16143 4.59839  0.14
N 1.22384 -6.44174 3.17777  0.15
N 3.49970 -3.14071 1.63910  0.13
N -7.23108 3.89035 1.41833  0.02
N -7.92068 2.54862 2.58215  0.09
N -1.49779 1.24306 -2.05504  -0.13
N -3.90305 2.76418 3.02318  0.15
N 2.79928 -0.25922 8.76012  0.12
N -1.85543 -1.51003 -5.67798  0.14
N -3.06698 4.54847 -4.39266  0.14
N 2.62962 -1.70126 -3.86969  0.12
C 4.54146 -2.85447 5.83951  -0.05
C -4.11205 -0.21999 -6.02464  -0.07
C 4.15577 -0.36853 -5.53509  -0.08
C -3.01023 5.54981 -3.83448  -0.26
C 1.27514 -7.58468 3.08132  -0.26
C 1.34164 -9.05160 2.95687  -0.06
C -0.25252 1.24177 -4.29034  -0.11
C -5.03989 5.36244 1.37281  -0.09
C -4.23969 1.84886 2.41691  -0.26
C -2.84304 -0.94545 -5.83095  -0.28
C 3.29810 -1.11663 -4.59890  -0.27
C 3.11761 1.51798 -0.11332  -0.23
C -1.43681 1.83667 -3.43460  -0.34
C 1.57885 0.16519 6.47726  -0.06
C 3.55852 -4.28445 1.54691  -0.25
C -6.27867 4.55709 1.38184  -0.23
C 5.83515 -3.52108 -5.64331  -0.27
C 3.55298 1.47974 -1.61571  -0.24
C -4.67335 0.67382 1.64052  -0.05
C 1.97908 -0.15814 2.17400  -0.26
C -2.93802 6.83486 -3.11745  -0.06
C 2.26366 -0.07298 7.76168  -0.28
C -8.21697 1.85308 3.46136  -0.18
C 4.96223 -4.67860 -5.37901  -0.06
C 3.63216 -5.75180 1.41989  -0.08
C -8.59978 0.97954 4.59075  -0.07
C 4.49328 -4.15154 5.14159  -0.26
B -0.84781 3.77982 -0.52600  -0.61
H 2.23637 -2.43566 0.02655  -0.22
H 4.67255 -6.07432 1.44477  0.08
H -4.60958 0.89051 0.57508  0.08
H -4.37518 5.03475 2.17269  0.04
H -3.94592 0.65479 -6.65187  0.08
H -0.59146 0.95122 -5.30465  0.05
H -4.50424 0.10258 -5.06119  0.08
H 1.50294 1.23489 6.28983  0.08
H -2.42563 1.50379 -1.72047  0.06
H -7.71632 0.48051 4.98711  0.08
H 3.90391 0.69146 -5.50624  0.08
H 4.22034 -4.77027 -6.17080  0.08
H 0.80192 -9.51687 3.78017  0.08
H 3.18544 -6.06271 0.47536  0.08
H -9.31191 0.22837 4.25191  0.08
H 4.59971 1.16652 -1.78759  0.12
H 2.13991 -0.29672 5.66668  0.06
H 4.46750 -3.00907 6.91506  0.08
H 0.57801 -0.26264 6.50510  0.09
H 5.55799 -5.58953 -5.34080  0.08
H 2.94989 2.55363 0.27078  0.09
H 0.55694 2.01117 -4.32898  0.06
H -2.14057 3.03455 0.75026  0.06
H -2.39631 1.59913 -3.94757  0.09
H 0.19224 0.38375 -3.73212  0.06
H 5.20065 -0.49514 -5.25850  0.05
H 1.42794 2.48901 2.73873  0.10
H -2.96302 6.65939 -2.04276  0.07
H -9.05761 1.57340 5.38113  0.08
H 5.47956 -2.34897 5.61562  0.08
H 2.85487 0.86076 -2.22578  0.06
H -4.52987 5.24391 0.41751  0.06
H -5.70393 0.42664 1.89169  0.07
H 2.38060 -9.37789 2.98230  0.08
H 3.71267 -2.22901 5.51145  0.06
H 0.89263 -9.36339 2.01496  0.08
H -5.27987 6.41537 1.51936  0.07
H -4.03407 -0.17778 1.87041  0.08
H -1.37360 2.95008 -3.40932  0.06
H 3.03973 0.08381 2.44333  0.09
H 1.87659 -1.25424 2.31281  0.06
H -2.01250 7.34848 -3.37288  0.08
H 3.98986 1.13680 0.47763  0.08
H 4.00933 -0.74127 -6.54748  0.08
H 0.93082 2.19979 -1.97948  0.03
H 4.45124 -4.54476 -4.42637  0.08
H 0.02259 5.51441 -0.19907  0.10
H -4.84031 -0.87098 -6.50614  0.08
H -3.78339 7.46206 -3.39700  0.08
H 3.09445 -6.22313 2.23976  0.00

- E (Ha) = -3193.8719
- 2S+1 = 1

=====

Looking at frontier orbital gap for the records above, in order, we have 2.8 8.0 7.7 8.7 eV.